A structure of composition C3H3O2Sc in a non-equilibrium geometry. Source: OMol25; level of theory: wB97M-V/def2-TZVPD.

Summary:
* energy above the lowest of the compared OMol25 structures with the same formula, charge and spin: 1.7227 eV
* LUMO level (alpha / beta): -10.46 / -10.48 eV
* charge: +2
* frontier orbital gap (alpha / beta): 0.2911 / 0.3327 Eh

```
9
C3H3O2Sc wB97M-V/def2-TZVPD
C 0.21 -1.37 1.04
C 0.66 -0.02 0.50
H 0.63 -2.16 0.39
H 1.53 -0.18 -0.18
H 0.81 0.83 1.19
O -1.19 -1.00 0.01
C -0.61 0.08 -0.29
Sc -0.89 2.76 -1.80
O -1.16 1.06 -0.85
```